1.
The following is a DFT calculation (ωB97M-V/def2-TZVPD) of C46H40Br2N9OSc as an isolated structure.

The geometry in XYZ format:
```
99
Properties=species:S:1:pos:R:3
Sc 0.6574 -1.1508 0.9820
C 2.5462 2.7401 -4.0093
C 2.2922 2.3379 -2.5812
C 1.2920 2.9471 -1.8246
C 0.9948 2.5201 -0.5446
C 1.7070 1.4826 0.0674
N 1.3602 0.9486 1.3190
C 1.3637 1.8044 2.3838
C 1.9899 3.0768 2.3275
C 2.0754 3.9331 3.4004
C 1.5703 3.5857 4.6527
C 1.7408 4.4754 5.8547
C 0.9651 2.3485 4.7434
C 0.8248 1.4916 3.6511
N 0.1189 0.2667 3.9069
C -0.7281 0.0391 4.9310
C -1.0242 -1.3050 4.9555
C -0.3120 -1.8352 3.8817
N 0.3699 -0.8828 3.2441
C 2.7363 0.9126 -0.6849
C 3.0058 1.3083 -1.9888
N 3.5298 -0.1176 -0.1061
C 4.8679 -0.2572 -0.1789
C 5.1979 -1.4209 0.4744
C 3.9724 -1.9367 0.9178
N 2.9700 -1.1419 0.5694
H 2.2733 3.7810 -4.1841
H 3.5963 2.6182 -4.2797
H 1.9536 2.1334 -4.7003
H 0.7132 3.7503 -2.2629
H 0.1940 2.9898 0.0166
H 2.4412 3.3798 1.3937
H 2.5740 4.8876 3.2678
H 1.8379 5.5198 5.5553
H 0.8905 4.4046 6.5350
H 2.6381 4.2166 6.4229
H 0.6121 2.0238 5.7147
H -1.0637 0.8401 5.5653
H -1.6753 -1.8175 5.6423
H -0.2871 -2.8428 3.5001
H 3.7782 0.7906 -2.5476
H 5.4694 0.4860 -0.6757
H 6.1797 -1.8377 0.6157
H 3.7645 -2.8458 1.4569
Br 1.3252 4.9970 -6.9519
C -0.2138 4.3880 -6.0364
C -0.3775 4.7062 -4.6986
C -1.4931 4.2446 -4.0179
C -2.4430 3.4881 -4.6872
C -2.2998 3.2172 -6.0401
C -1.1664 3.6455 -6.7158
N -3.6781 3.1250 -4.0383
N -3.7071 2.3554 -3.0689
C -2.5709 1.6181 -2.5985
C -1.6963 0.9315 -3.4064
C -0.7435 0.0427 -2.8827
C -0.6429 -0.1589 -1.5200
O 0.2295 -0.9553 -0.9611
C -1.5427 0.5579 -0.6610
N -1.3863 0.3439 0.6737
C -2.1969 0.9515 1.5013
C -3.2272 1.8114 1.0695
C -3.3892 2.0459 -0.2659
C -2.5198 1.4186 -1.1890
H 0.3637 5.3111 -4.1931
H -1.6303 4.4766 -2.9690
H -3.0750 2.6662 -6.5585
H -1.0306 3.4176 -7.7645
H -1.7584 1.0396 -4.4816
H -0.0729 -0.4956 -3.5403
H -2.0503 0.7608 2.5596
H -3.8781 2.2694 1.8022
H -4.1723 2.6961 -0.6334
Br 1.6723 -8.0972 0.7760
C 1.4899 -6.2085 0.8877
C 1.7359 -5.5640 2.0850
C 1.5791 -4.1786 2.1450
C 1.1629 -3.3990 1.0591
C 0.9503 -4.1138 -0.1316
C 1.1112 -5.4908 -0.2358
H 2.0481 -6.1311 2.9532
H 1.7975 -3.7083 3.1028
H 0.6479 -3.5760 -1.0282
H 0.9438 -6.0036 -1.1757
C -4.4331 -4.0092 0.7192
C -2.9798 -4.3219 0.3492
C -2.8223 -4.4908 -1.1686
C -2.4761 -5.5732 1.0835
C -2.1236 -3.1979 0.7637
N -1.4015 -2.3877 1.1286
H -5.0602 -4.8522 0.4237
H -4.7886 -3.1160 0.2040
H -4.5419 -3.8599 1.7943
H -3.4359 -5.3327 -1.4937
H -1.7831 -4.6969 -1.4272
H -3.1454 -3.5963 -1.7027
H -3.0654 -6.4324 0.7573
H -2.5878 -5.4664 2.1635
H -1.4246 -5.7603 0.8612
```

Energy relative to the best compared isomer or geometry (same formula, charge and spin) ... 0.0 kcal per mole
Highest occupied orbital energy ... -0.250 Ha
E ... -8253.8210 a.u.
Orbital gap ... 6.69 eV
Largest force on an atom ... 0.52 eV Å⁻¹

***

2.
The following is a DFT calculation (ωB97M-V/def2-TZVPD) of C46H40N13O4STl as an isolated structure.

The geometry in XYZ format:
```
105
Properties=species:S:1:pos:R:3
Tl -0.5408 0.2282 0.2795
C -0.9460 -4.3330 -1.4800
C -1.2633 -3.2683 -0.6265
N -0.3606 -2.6104 0.0578
C 0.9296 -2.9394 -0.0476
C 1.3698 -3.9751 -0.9244
C 0.3715 -4.6777 -1.6328
C 2.7391 -4.2432 -1.0604
C 3.6482 -3.4675 -0.3706
C 3.2427 -2.4954 0.5256
C 1.8825 -2.2190 0.7641
N 1.4266 -1.2788 1.5878
C 2.0135 -0.8375 2.7000
C 2.8124 -1.6341 3.5377
C 3.3681 -1.1487 4.7103
C 3.1941 0.1612 5.0922
C 2.3735 1.0009 4.3203
C 2.1640 2.3580 4.6400
C 1.3267 3.1203 3.8724
C 0.6950 2.5213 2.7755
N 0.8987 1.2730 2.4362
C 1.7287 0.5020 3.1570
H -1.7294 -4.8611 -2.0108
H -2.2855 -2.9438 -0.4856
H 0.6647 -5.4837 -2.2986
H 3.0636 -5.0453 -1.7124
H 4.7095 -3.6321 -0.5252
H 3.9865 -1.8910 1.0270
H 2.9830 -2.6643 3.2548
H 3.9723 -1.8119 5.3231
H 3.6729 0.5504 5.9809
H 2.6793 2.7752 5.4981
H 1.1558 4.1652 4.0850
H 0.0385 3.0921 2.1349
N 2.9994 1.2412 0.4520
C 3.1242 0.6454 -0.7233
N 4.2998 0.7146 -1.3687
C 4.3475 0.0646 -2.5170
N 5.5337 0.0842 -3.1980
N 3.3481 -0.6188 -3.0749
C 2.2153 -0.6000 -2.3653
N 2.0566 -0.0191 -1.2018
C 1.0470 -1.1906 -3.0311
C 1.2546 -1.9893 -4.1583
C 0.1574 -2.4393 -4.8619
C -1.1065 -2.0766 -4.4184
C -1.2086 -1.2983 -3.2713
N -0.1641 -0.8622 -2.5963
H 3.5913 2.0297 0.6577
H 2.0549 1.2846 0.8260
H 6.1456 0.8310 -2.9131
H 5.4470 -0.0772 -4.1880
H 2.2687 -2.2149 -4.4498
H 0.2841 -3.0483 -5.7475
H -1.9880 -2.3866 -4.9599
H -2.1733 -0.9924 -2.8862
N 4.4794 2.7118 -5.6154
C 3.7410 3.0710 -4.4783
C 4.1326 4.1638 -3.7076
C 3.4386 4.4745 -2.5533
C 2.3550 3.7117 -2.1692
C 1.9633 2.6223 -2.9203
C 2.6533 2.2999 -4.0748
S 1.5268 4.1599 -0.6228
O 2.5327 3.9222 0.3996
O 1.1496 5.5577 -0.7320
N 0.2935 3.1665 -0.3822
C -0.7379 3.2935 -1.1977
N -0.6337 4.0326 -2.3297
C -1.7027 4.1287 -3.0856
C -2.9121 3.5141 -2.7887
C -2.9137 2.7478 -1.6262
N -1.8663 2.6289 -0.8513
H 4.9254 3.4939 -6.0728
H 3.9606 2.1322 -6.2611
H 4.9828 4.7603 -4.0133
H 3.7191 5.3091 -1.9301
H 1.1205 2.0317 -2.5988
H 2.3626 1.4408 -4.6668
H -1.5823 4.7279 -3.9884
H -3.7839 3.6168 -3.4194
H -3.7969 2.2064 -1.3048
C 0.3282 0.6063 6.9459
C -0.5346 0.4135 5.7307
C -0.6104 -0.8155 5.0958
C -1.4598 -1.0188 4.0177
C -1.5219 -2.3494 3.3319
C -2.2669 0.0268 3.5731
C -2.1676 1.2819 4.1703
C -2.9928 2.4213 3.6472
C -1.3012 1.4598 5.2396
C -3.3570 -0.2708 2.5218
O -4.4930 -0.4317 2.9941
O -3.0103 -0.3590 1.3288
H 1.1317 -0.1265 6.9668
H -0.2663 0.4928 7.8570
H 0.7670 1.6025 6.9520
H 0.0084 -1.6337 5.4445
H -1.0039 -3.1172 3.9082
H -1.0585 -2.2652 2.3476
H -2.5598 -2.6453 3.1845
H -2.7030 2.6418 2.6206
H -2.8623 3.3185 4.2523
H -4.0454 2.1401 3.6389
H -1.2237 2.4364 5.7054
```

Energy relative to the best compared isomer or geometry (same formula, charge and spin) ... 12.5 kcal per mole
Highest occupied orbital energy ... -0.053 Ha
E ... -3360.6402 a.u.
Orbital gap ... 5.42 eV
Charge ... -2
Largest force on an atom ... 1.80 eV Å⁻¹

***

3.
The following is a DFT calculation (ωB97M-V/def2-TZVPD) of C46H41BiBrN10O4 as an isolated structure.

The geometry in XYZ format:
```
103
Properties=species:S:1:pos:R:3
Bi 0.9211 0.4081 0.2612
O 0.2264 -4.6629 2.7336
C -1.0546 -4.2546 2.4654
C -2.0304 -5.2622 2.3899
C -3.3368 -4.8610 1.9843
C -3.6769 -3.5211 1.9635
C -2.7111 -2.5497 1.8825
C -1.3435 -2.9210 2.0867
C -0.1534 -2.0134 1.7405
O -0.5580 -0.8803 1.1750
N 0.8601 -2.7692 1.0208
N 1.7110 -2.0528 0.2136
C 2.3941 -2.8052 -0.6406
C 3.2917 -2.4457 -1.6824
Br 3.0566 -0.7562 -2.5861
C 4.2056 -3.3844 -2.0759
C 4.7078 -4.4970 -1.2862
C 5.1537 -5.6896 -1.9546
C 5.8559 -6.7113 -1.2720
C 5.9739 -6.6539 0.1272
C 5.4121 -5.5791 0.7811
C 4.7708 -4.4766 0.1502
H 0.1590 -5.5622 3.1674
H -1.7482 -6.3423 2.4969
H -4.1624 -5.5570 1.9082
H -4.6806 -3.1987 1.8209
H -2.9398 -1.5090 1.6630
H 0.3378 -1.7968 2.7483
H 1.4225 -3.3902 1.6561
H 2.2613 -3.8825 -0.5252
H 4.4954 -3.3744 -3.1231
H 5.0480 -5.6830 -3.0709
H 6.2223 -7.5389 -1.8971
H 6.4130 -7.4588 0.7225
H 5.5818 -5.3903 1.8159
H 4.3978 -3.6746 0.7558
N -2.0243 5.7363 0.1506
C -0.8822 4.9894 0.0195
N -0.6216 3.9665 0.7494
C -1.3756 3.6815 1.8376
N -1.1241 2.6803 2.6232
N -0.0925 1.9052 2.3020
C 0.4132 1.2971 3.4164
C 1.7179 0.6585 3.4035
C 1.9940 -0.1625 4.5233
C 3.0110 -1.0902 4.5229
C 3.8376 -1.1650 3.3770
C 3.5976 -0.1389 2.3779
N 2.5280 0.6760 2.2771
C -2.5741 4.4052 2.0628
C -3.3461 4.1888 3.2454
C -4.5337 4.8671 3.4702
C -4.9518 5.7764 2.5157
C -4.1934 6.0977 1.3985
C -2.9369 5.4814 1.1865
H -2.1590 6.5659 -0.5083
H -0.1368 5.3546 -0.6810
H -0.1591 1.1554 4.3284
H 1.2792 -0.1186 5.3119
H 3.1190 -1.7311 5.4479
H 4.6526 -1.8059 3.1300
H 4.3674 -0.1430 1.6610
H -3.0650 3.4647 3.9969
H -5.0663 4.7123 4.3745
H -5.9017 6.2467 2.6991
H -4.5865 6.9060 0.7914
O 0.4549 4.7250 -6.4985
N 0.8071 4.9996 -5.3082
O 1.2191 6.0951 -4.9083
C 0.6668 3.8593 -4.4172
C -0.1099 2.8222 -4.8644
C -0.3990 1.7352 -4.0686
C -1.1589 0.6000 -4.5344
C -1.6474 -0.2545 -3.5808
C -1.4528 0.0211 -2.0741
N -0.3944 0.9461 -1.7315
C 0.1010 1.7092 -2.6519
C 1.2024 2.6587 -2.3587
N 1.9130 2.4535 -1.2374
C 2.9496 3.2834 -0.9568
C 3.1403 4.4864 -1.6391
C 2.3325 4.7775 -2.7849
C 1.4130 3.8163 -3.2147
H -0.5463 2.9754 -5.8612
H -1.2433 0.4717 -5.5811
H -2.4109 -1.0053 -3.7757
H -1.1550 -0.9236 -1.5487
H 3.5517 3.1731 -0.0555
H 3.9052 5.1892 -1.3681
H 2.4142 5.6773 -3.3434
C -3.7479 -1.9116 -1.4516
C -3.8426 -0.4531 -0.9281
C -5.1821 0.1622 -1.3324
C -2.8033 0.4668 -1.5136
H -4.5809 -2.5139 -1.0696
H -2.8232 -2.4596 -1.1338
H -3.7960 -2.0842 -2.5086
H -3.6770 -0.4984 0.1237
H -5.2884 0.0618 -2.4285
H -5.1580 1.1936 -1.0558
H -6.1469 -0.2822 -0.9801
H -2.5035 1.1952 -0.6993
H -3.2737 1.0721 -2.2870
```

Energy relative to the best compared isomer or geometry (same formula, charge and spin) ... 0.0 kcal per mole
Highest occupied orbital energy ... -0.324 Ha
E ... -5414.1614 a.u.
Orbital gap ... 5.06 eV
Charge ... +1
Largest force on an atom ... 4.69 eV Å⁻¹

***

4.
The following is a DFT calculation (ωB97M-V/def2-TZVPD) of C46H43AsBCl2N7O3P2Se2Sr as an isolated structure.

The geometry in XYZ format:
```
108
Properties=species:S:1:pos:R:3
Sr 0.6382 -0.2561 -1.0222
Cl -3.9713 2.3234 0.1814
C -3.0664 2.6289 -1.2790
C -3.4547 3.6994 -2.0884
C -2.7799 3.9723 -3.2413
Cl -3.2991 5.3149 -4.2400
C -1.6696 3.1856 -3.6324
C -0.9188 3.4062 -4.8091
C 0.1388 2.5948 -5.0930
C 0.4657 1.5581 -4.1988
N -0.2089 1.3216 -3.1004
C -1.2765 2.1122 -2.8024
C -1.9906 1.7835 -1.5731
O -1.6350 0.7966 -0.8541
H -4.2972 4.3091 -1.7914
H -1.1945 4.2184 -5.4681
H 0.7331 2.7304 -5.9860
H 1.3061 0.9100 -4.4072
Se 6.4051 -2.7560 0.5551
P 4.8914 -4.1074 -0.0406
C 4.9201 -5.6923 0.8523
C 3.7870 -6.5043 0.8450
C 3.8268 -7.7553 1.4381
C 4.9982 -8.2031 2.0380
C 6.1232 -7.3937 2.0520
C 6.0845 -6.1359 1.4638
C 5.0571 -4.5855 -1.7804
C 5.4655 -5.8565 -2.1591
C 5.6164 -6.1621 -3.5072
C 5.3473 -5.2029 -4.4692
C 4.9382 -3.9274 -4.0934
C 4.8056 -3.6165 -2.7524
C 3.2018 -3.5198 0.0846
C 2.4691 -2.8134 1.0456
N 1.2687 -2.5569 0.4967
N 1.2625 -3.0698 -0.7264
N 2.4114 -3.6549 -0.9950
P 2.6992 -2.3169 2.7575
Se 0.8949 -2.3108 3.8676
C 3.8860 -3.4835 3.4960
C 3.4306 -4.7578 3.8399
C 4.2695 -5.6465 4.4848
C 5.5691 -5.2660 4.8042
C 6.0267 -4.0061 4.4631
C 5.1874 -3.1132 3.8049
C 3.5104 -0.7055 2.7604
C 3.6667 -0.0487 3.9857
C 4.2168 1.2167 4.0216
C 4.5898 1.8471 2.8355
C 4.4263 1.2047 1.6236
C 3.8964 -0.0810 1.5852
H 2.8784 -6.1517 0.3702
H 2.9433 -8.3814 1.4331
H 5.0279 -9.1814 2.5028
H 7.0321 -7.7346 2.5327
H 6.9476 -5.4808 1.4785
H 5.6618 -6.6146 -1.4113
H 5.9324 -7.1560 -3.8010
H 5.4445 -5.4477 -5.5201
H 4.6977 -3.1818 -4.8404
H 4.4711 -2.6280 -2.4665
H 2.4055 -5.0295 3.6179
H 3.9135 -6.6359 4.7431
H 6.2261 -5.9620 5.3125
H 7.0424 -3.7108 4.6942
H 5.5482 -2.1328 3.5289
H 3.3225 -0.5281 4.8946
H 4.3267 1.7310 4.9686
H 4.9806 2.8566 2.8596
H 4.6595 1.7063 0.6953
H 3.7659 -0.5744 0.6322
N 0.0772 0.5856 1.4655
N 0.5465 1.9207 1.5686
C 1.3739 2.4292 0.5208
O 1.4627 3.6563 0.4545
O 1.9609 1.5490 -0.1882
H -0.9266 0.5749 1.3016
H 0.2841 0.0827 2.3217
H -0.1466 2.5992 1.8455
B 2.6407 -1.4883 -5.7045
C 2.3911 -1.2744 -4.1494
N 2.2256 -1.0687 -3.0232
H 1.9499 -0.6802 -6.3002
H 3.8229 -1.2863 -5.9170
H 2.3302 -2.6267 -5.9950
C -3.8916 -1.8195 -0.5644
As -2.0010 -2.2517 -0.8215
C -2.1408 -4.2028 -0.7796
C -1.8851 -1.9674 -2.7968
C -2.8707 -2.7221 -3.6184
C -2.5781 -3.9985 -4.1001
C -3.5099 -4.7141 -4.8368
C -4.7572 -4.1688 -5.1094
C -5.0588 -2.8965 -4.6438
C -4.1249 -2.1819 -3.9081
H -4.5330 -2.3721 -1.2517
H -4.0178 -0.7455 -0.7015
H -4.1631 -2.0693 0.4621
H -2.9320 -4.5747 -1.4313
H -2.3412 -4.5022 0.2497
H -1.1785 -4.6180 -1.0777
H -0.8602 -2.2254 -3.0771
H -2.0084 -0.8895 -2.9193
H -1.6018 -4.4238 -3.8984
H -3.2567 -5.7010 -5.2050
H -5.4839 -4.7268 -5.6871
H -6.0238 -2.4531 -4.8585
H -4.3606 -1.1842 -3.5557
```

Energy relative to the best compared isomer or geometry (same formula, charge and spin) ... 0.0 kcal per mole
Highest occupied orbital energy ... -0.115 Ha
E ... -11085.3668 a.u.
Orbital gap ... 6.80 eV
Charge ... -2
Largest force on an atom ... 0.26 eV Å⁻¹

***

Look up the largest force on an atom of the fourth one.
0.26 eV Å⁻¹

***

The lowest largest force on an atom belongs to which entry?
C46H43AsBCl2N7O3P2Se2Sr

***

energy relative to the best compared isomer or geometry (same formula, charge and spin) of number 3 (C46H41BiBrN10O4)?
0.0 kcal per mole

***

Number 4 is which compound?
C46H43AsBCl2N7O3P2Se2Sr